1.
38
Properties=species:S:1:pos:R:3 method="wB97M-V/def2-TZVPD" largest_force_ev_per_a=1.4 spin_multiplicity=2 e_tot_ev=-70273.3723 relative_energy_kcal_mol=0.0 orbital_gap_ev="5.99 / 4.85" s2=0.7953
Tl 0.565 -1.531 -1.481
Sb 2.568 -4.690 0.971
S 0.500 -4.529 0.170
S 1.794 -1.107 1.287
S 3.002 -2.583 1.981
F 3.077 0.021 -1.363
F 5.267 0.832 -0.193
F 0.707 3.657 0.519
F 2.944 4.489 1.585
N 0.617 1.060 -0.826
N -1.752 -0.592 -0.356
C 1.779 2.889 0.385
C -1.705 -0.402 1.112
C -0.698 1.678 -0.699
C -1.598 -1.700 1.900
C 2.946 3.337 0.916
C -3.037 -1.751 -2.191
C 1.699 1.650 -0.341
C 4.141 1.497 0.023
C -1.825 0.706 -1.033
C 2.976 1.008 -0.523
C 4.149 2.638 0.777
C -2.926 -1.409 -0.710
H -1.808 0.525 -2.109
H -3.855 -2.461 -2.327
H -0.860 2.106 0.286
H -2.603 0.151 1.434
H -2.559 -2.218 1.973
H -1.262 -1.476 2.912
H -0.771 2.507 -1.407
H -3.254 -0.879 -2.812
H -0.869 -2.373 1.446
H -3.842 -0.895 -0.381
H -0.829 0.204 1.338
H -2.845 -2.341 -0.156
H -2.124 -2.224 -2.557
H -2.772 1.204 -0.782
H 5.060 3.004 1.233

2.
42
Properties=species:S:1:pos:R:3 method="wB97M-V/def2-TZVPD" smiles="CCOC(=O)C(F)(F)F.CCOC(=O)C(F)(F)F.CCOC(=O)C(F)(F)F" largest_force_ev_per_a=2.1 e_tot_ev=-49430.3320 relative_energy_kcal_mol=9.4 orbital_gap_ev=11.52
F -0.892 3.867 -3.933
F -1.838 -1.197 1.843
F 6.079 1.179 1.550
F -2.073 0.460 0.457
F -1.092 1.780 -4.389
F 6.543 -0.679 2.595
F 6.153 -0.723 0.438
F 0.484 3.005 -5.335
F -1.961 -1.570 -0.279
O 3.573 0.080 0.950
O -4.552 -0.159 -0.069
O 0.944 1.145 -2.892
O -4.487 -1.616 1.644
O 3.908 -0.852 2.945
O 1.253 3.299 -2.414
C 1.836 0.692 -1.869
C -2.423 -0.810 0.708
C -5.920 -0.502 -0.351
C 2.492 -0.963 3.122
C 5.799 -0.160 1.584
C -3.958 -0.905 0.859
C 2.311 -1.597 4.505
C 0.762 2.429 -3.060
C -0.213 2.761 -4.230
C -6.290 0.288 -1.583
C 1.447 -0.717 -1.481
C 4.303 -0.283 1.830
H 0.414 -0.826 -1.153
H 2.826 0.679 -2.328
H 2.046 -1.066 -0.639
H 2.691 -0.866 5.217
H 2.031 0.019 3.026
H -6.534 -0.198 0.498
H 2.041 -1.599 2.358
H 1.883 1.331 -0.990
H 1.649 -1.444 -2.270
H 2.870 -2.531 4.507
H -6.037 1.342 -1.435
H -5.854 -0.091 -2.504
H 1.282 -1.836 4.762
H -6.128 -1.567 -0.460
H -7.368 0.401 -1.733

3.
37
Properties=species:S:1:pos:R:3 method="wB97M-V/def2-TZVPD" largest_force_ev_per_a=1.8 spin_multiplicity=3 charge=+2 e_tot_ev=-50583.0673 orbital_gap_ev="6.79 / 6.81" s2=2.0063
I 0.000 0.000 5.615
I 0.001 0.000 2.933
Pd 0.001 0.000 0.258
P 0.002 0.001 -3.323
N -1.406 2.437 -2.953
N 1.715 0.001 -1.069
N -0.856 -1.483 -1.070
N -0.856 1.485 -1.070
N -1.407 -2.435 -2.953
N 2.815 0.002 -2.952
C -1.520 2.635 -0.772
C -1.571 -2.717 -4.375
C -1.521 -2.633 -0.772
C -0.791 -1.371 -2.393
C 3.043 0.002 -0.771
C -0.791 1.373 -2.393
C -1.868 3.237 -1.949
C 1.586 0.001 -2.392
C -1.869 -3.234 -1.949
C 3.142 0.003 -4.373
C 3.738 0.003 -1.947
C -1.569 2.720 -4.375
H 2.747 0.891 -4.862
H -2.142 -1.931 -4.864
H -2.112 -3.652 -4.482
H -2.398 4.154 -2.139
H -2.110 3.655 -4.482
H -1.704 2.953 0.239
H -2.400 -4.151 -2.140
H -0.603 2.822 -4.864
H -1.705 -2.951 0.239
H 2.749 -0.886 -4.863
H -2.141 1.934 -4.864
H 3.410 0.002 0.241
H -0.605 -2.821 -4.864
H 4.798 0.003 -2.137
H 4.223 0.004 -4.480